(1)
A structure of composition C15H28F2IrN4O4PS, computed with ωB97M-V with the def2-TZVPD basis set.

Structure (XYZ):
```
56
Properties=species:S:1:pos:R:3:forces:R:3:mulliken_spin:R:1
Ir -0.05150 -0.21499 0.01029 0.03 0.02 0.01 2.54
N -3.06710 -2.48042 1.88185 -0.04 -0.02 0.05 0.01
C -3.08142 -3.23370 0.72759 0.02 0.03 0.02 -0.01
C -2.18955 -2.65246 -0.11422 -0.01 0.02 0.00 0.01
N -1.64566 -1.55740 0.51703 0.06 0.01 0.01 0.13
C -2.18762 -1.48043 1.72527 -0.02 -0.07 -0.14 0.04
C -1.77127 -0.42960 2.63288 0.05 0.07 0.12 -0.02
N -0.83699 0.42503 2.25812 -0.05 -0.01 -0.08 0.08
C -0.65002 1.28699 3.30845 0.03 -0.01 0.04 0.00
C -1.48000 0.93638 4.33090 -0.02 -0.02 -0.07 0.00
N -2.18709 -0.15362 3.88438 -0.04 0.00 0.04 0.01
H -3.62352 -2.67390 2.69963 0.00 0.00 0.00 0.00
H -3.71091 -4.09884 0.61905 0.00 0.00 0.00 0.00
H -1.89249 -2.94009 -1.10704 0.00 0.01 0.01 0.00
H 0.06562 2.09063 3.27077 -0.01 -0.01 0.00 0.00
H -1.63095 1.35164 5.31179 0.01 0.00 -0.01 0.00
H -2.88744 -0.64143 4.42026 0.00 0.00 0.00 0.00
C 1.35047 -1.72668 -4.05444 -0.04 0.03 0.02 0.01
S 1.95276 -1.40217 -2.40795 -0.01 -0.08 -0.03 0.02
C 2.96266 -2.85223 -2.17759 0.03 0.03 0.01 0.00
O 0.72341 -1.66795 -1.50189 0.00 0.03 -0.03 0.14
H 2.19673 -1.71169 -4.74113 0.02 0.01 0.02 0.00
H 0.66472 -0.92005 -4.30486 -0.01 -0.01 -0.02 0.00
H 0.85030 -2.69360 -4.07665 0.00 0.01 0.01 0.00
H 3.79232 -2.80108 -2.88305 0.00 0.00 0.00 0.00
H 2.36077 -3.74365 -2.34446 -0.02 0.01 0.00 0.00
H 3.34235 -2.82146 -1.15937 0.00 -0.01 -0.01 0.00
F 2.85858 -0.93839 0.41641 0.02 -0.01 -0.01 0.05
C 1.77213 -0.85115 1.20462 -0.07 0.02 0.06 0.53
F 1.47602 -2.07292 1.68665 0.03 0.02 -0.01 0.04
H 1.95180 -0.14511 2.01901 0.00 -0.01 0.00 0.03
C -2.62332 4.43425 -0.01367 0.00 0.04 0.03 0.00
C -1.55804 3.38967 0.18122 -0.01 -0.04 -0.10 0.00
O -1.33511 2.73237 -1.10942 -0.01 0.07 0.10 0.00
P -0.17537 1.69290 -1.33630 0.10 -0.08 -0.14 0.29
O -0.32332 1.36259 -2.87298 -0.04 0.00 0.03 0.04
C -1.60855 1.26787 -3.56701 0.00 0.00 0.01 -0.01
C -2.42912 0.10418 -3.06276 0.02 -0.02 -0.01 0.01
O 1.23101 2.36232 -1.19608 -0.07 0.02 0.03 0.04
C 1.75620 3.43355 -2.06600 0.02 -0.01 0.00 0.02
C 1.30742 4.79011 -1.58875 0.00 0.02 0.01 0.00
H -2.81613 4.93384 0.93624 0.00 0.00 -0.01 0.00
H -3.55349 3.98538 -0.35903 0.01 -0.01 -0.01 0.00
H -2.30323 5.18629 -0.73358 -0.01 -0.01 0.00 0.00
H -1.86279 2.62267 0.89345 0.01 -0.01 0.03 -0.01
H -0.61306 3.82896 0.50348 0.00 0.00 0.01 0.00
H -1.33768 1.14877 -4.61290 0.02 -0.01 0.00 0.00
H -2.12593 2.21707 -3.44784 0.00 0.00 0.01 0.00
H -1.86532 -0.82815 -3.13298 -0.01 0.01 0.01 0.00
H -3.32918 0.00562 -3.66971 0.00 0.01 0.00 0.00
H -2.74357 0.25526 -2.02739 0.01 0.00 0.00 0.01
H 1.43890 3.22170 -3.08516 -0.01 -0.01 -0.01 0.00
H 2.83312 3.31302 -1.99572 0.01 0.01 -0.01 0.00
H 0.22830 4.91343 -1.68023 0.00 0.00 0.00 0.00
H 1.78099 5.55559 -2.20422 0.01 -0.01 -0.01 0.00
H 1.61031 4.96048 -0.55579 -0.01 0.00 0.00 0.00
```
Forces are in eV/Å.

As for the molar mass: 621.67 g/mol. The value obtained for the energy above the lowest of the compared OMol25 structures with the same formula, charge and spin is 0.0 kJ/mol. The calculation puts the total energy at -58542.5495 eV. Its total charge is +2. As for the expectation value of S²: 6.0075. As for the multiplicity: 5. The HOMO-LUMO gap (spin up / spin down) comes out at 8.4 / 6.8 eV. The LUMO energy (spin up / spin down) is -5.4 / -7.8 eV.

(2)
The ion C3H6N3 with charge +1, computed with ωB97M-V with the def2-TZVPD basis set.

Structure (XYZ):
```
12
Properties=species:S:1:pos:R:3:forces:R:3:nbo_charge:R:1
C 1.64643 0.35112 0.85212 -2.52 -1.40 -0.31 0.12
C 1.11498 0.77845 -1.27953 -0.68 -1.35 4.17 0.36
C -1.73138 -0.44043 -0.27111 2.07 0.57 1.26 -0.42
N 1.94474 0.81906 -0.35890 -0.50 0.24 -0.83 -0.34
N 0.39278 -0.22965 0.86410 2.32 2.53 -2.16 -0.19
N -0.32261 -0.15831 -0.18269 2.38 1.63 -2.76 -0.16
H 2.09549 0.37814 1.81672 1.07 0.27 -0.03 0.25
H 1.00894 0.69254 -2.31629 -0.34 0.08 -1.27 0.26
H -2.11160 -0.59198 0.66490 -1.14 -0.22 2.67 0.21
H -2.31280 0.25108 -0.75751 -0.76 2.17 -1.22 0.25
H -1.82100 -1.31079 -0.75471 -0.43 -3.42 -2.08 0.23
H 0.09602 -0.53923 1.72288 -1.46 -1.08 2.54 0.43
```
Forces are in eV/Å.

As for the molar mass: 84.10 g/mol. The value obtained for the energy above the lowest of the compared OMol25 structures with the same formula, charge and spin is 376.3 kJ/mol. The calculation puts the total energy at -7667.4766 eV. Its total charge is +1. As for the multiplicity: 1. The HOMO-LUMO gap comes out at 8.9 eV. The LUMO energy is -5.2 eV.

(3)
A structure of composition C9H18AuBN4O2S, computed with ωB97M-V with the def2-TZVPD basis set.

Structure (XYZ):
```
36
Properties=species:S:1:pos:R:3:forces:R:3:nbo_charge:R:1
Au 2.75978 2.00896 -0.48159 0.42 -0.02 -0.08 0.07
C 1.72870 -3.40949 3.11238 0.13 0.01 -0.01 -0.66
C 2.24281 -3.36736 1.72624 0.12 -0.13 -0.11 0.35
N 2.47555 -4.39293 0.96658 -0.33 -0.54 0.48 -0.27
N 2.90226 -3.88800 -0.21682 -0.10 0.97 0.47 -0.38
C 2.92873 -2.53216 -0.21201 -0.14 -0.18 0.16 0.19
S 3.36952 -1.49586 -1.40762 0.24 0.56 -0.54 -0.28
N 2.49675 -2.20162 1.05273 0.08 -0.71 -0.78 -0.22
N 2.49947 -0.92057 1.58172 0.19 0.54 0.25 -0.64
H 1.50542 -4.43902 3.37021 -0.02 -0.05 0.04 0.25
H 0.82667 -2.80630 3.20180 -0.07 -0.01 0.04 0.23
H 2.46974 -3.01097 3.80410 0.01 0.03 0.04 0.24
H 3.13765 -4.48321 -0.99305 0.00 0.10 0.10 0.43
H 2.84002 -0.28174 0.84808 -0.13 -0.40 0.16 0.40
H 1.55881 -0.62357 1.83258 -0.02 -0.15 -0.29 0.37
C -1.87048 3.03460 -2.23413 0.28 -0.23 0.11 -0.62
C -1.30613 1.75005 -1.61549 -0.67 0.17 -0.11 0.24
C -1.90353 0.55565 -2.36507 0.32 0.22 0.18 -0.62
O 0.10330 1.74753 -1.83292 0.70 -0.03 -0.51 -0.74
B 0.78478 1.85223 -0.65379 -1.09 0.03 0.06 0.85
O -0.08825 1.85091 0.40879 0.54 0.08 0.53 -0.75
C -1.43515 1.69738 -0.04364 -0.61 -0.22 -0.03 0.26
C -2.28142 2.81822 0.56840 0.37 -0.22 -0.10 -0.63
C -1.94954 0.34863 0.47124 0.30 0.35 -0.08 -0.63
H -1.71269 3.00413 -3.30871 0.04 0.00 -0.10 0.22
H -1.35682 3.90963 -1.84563 -0.01 0.10 0.06 0.22
H -2.93681 3.12516 -2.04749 -0.11 0.03 0.02 0.21
H -1.72642 0.70317 -3.42750 -0.01 -0.02 -0.09 0.22
H -2.97532 0.47827 -2.19914 -0.09 -0.01 0.02 0.21
H -1.41735 -0.37087 -2.07396 -0.03 -0.10 0.05 0.22
H -1.88485 3.79536 0.30833 -0.03 0.07 -0.04 0.22
H -2.26246 2.72961 1.65258 0.01 -0.05 0.06 0.22
H -3.31254 2.74452 0.23492 -0.14 0.02 -0.04 0.21
H -1.28009 -0.45103 0.16679 0.02 -0.14 -0.06 0.21
H -2.94669 0.14723 0.09454 -0.15 -0.08 -0.01 0.21
H -1.98345 0.37345 1.55652 -0.01 0.00 0.15 0.21
```
Forces are in eV/Å.

As for the molar mass: 454.11 g/mol. The value obtained for the energy above the lowest of the compared OMol25 structures with the same formula, charge and spin is 74.7 kJ/mol. The calculation puts the total energy at -34885.7988 eV. As for the multiplicity: 1. The HOMO-LUMO gap comes out at 7.9 eV. The LUMO energy is 0.0 eV.

Q: What is the formula in the third record?
A: C9H18AuBN4O2S